(1)
This record from OMol25 describes a cluster of 2 separate species, C29H25BF6O3S in total in a non-equilibrium geometry. The level of theory is ωB97M-V/def2-TZVPD.

Structure (ORCA input):
```
! wB97M-V def2-TZVPD RIJCOSX def2/J DEFGRID3
* xyz 0 1
C -4.248 1.502 -3.609
C -2.951 0.962 -3.132
C -2.632 -0.386 -3.125
C -1.301 -0.653 -2.712
C -0.567 0.494 -2.418
B -1.943 -1.473 2.004
C 0.861 0.656 -2.630
C 1.508 1.862 -2.302
C 2.861 2.012 -2.563
C 3.485 3.337 -2.237
F 4.798 3.415 -2.598
F 2.825 4.362 -2.867
F 3.407 3.603 -0.891
C 3.625 0.983 -3.100
C 3.003 -0.230 -3.372
C 3.814 -1.390 -3.886
F 3.423 -2.564 -3.286
F 3.650 -1.573 -5.231
F 5.150 -1.238 -3.648
C 1.635 -0.392 -3.197
O -2.988 -0.575 2.239
C -3.961 -1.042 1.288
C -3.583 -2.495 0.945
O -2.339 -2.750 1.643
S -1.659 1.892 -2.462
H -4.564 0.967 -4.514
H -5.008 1.332 -2.838
H -4.209 2.570 -3.834
H -3.329 -1.146 -3.466
H -0.861 -1.647 -2.675
H 0.937 2.671 -1.849
H 4.684 1.116 -3.287
H 1.150 -1.318 -3.513
H -4.940 -0.958 1.771
H -3.903 -0.428 0.364
H -4.323 -3.210 1.313
H -3.446 -2.607 -0.146
C -1.193 2.370 6.515
O -0.168 2.671 5.533
C 0.076 1.802 4.510
C 0.305 2.348 3.232
C 0.031 1.564 2.114
C -0.288 0.206 2.243
C -0.723 -0.653 1.066
C 0.398 -1.564 0.705
C 1.520 -1.029 0.055
C 2.717 -1.742 -0.019
C 2.797 -3.017 0.556
C 1.654 -3.622 1.081
C 0.465 -2.892 1.162
C -0.223 -0.377 3.529
C -0.059 0.396 4.663
H -1.440 3.352 6.925
H -2.089 1.912 6.071
H -0.775 1.728 7.300
H 0.534 3.412 3.131
H 0.037 1.980 1.112
H -1.182 -0.113 0.237
H 1.452 -0.008 -0.342
H 3.589 -1.298 -0.514
H 3.748 -3.557 0.601
H 1.657 -4.663 1.453
H -0.401 -3.360 1.614
H -0.325 -1.464 3.630
H -0.171 -0.042 5.656
*
```

Summary:
Energy relative to the best compared isomer or geometry (same formula, charge and spin): 0.0 kcal/mol
Frontier orbital gap: 7.6 eV
LUMO energy: -0.315 eV
HOMO: -7.89 eV
Calculated total energy: -2368.06322 hartree
SMILES string: Cc1ccc(-c2cc(C(F)(F)F)cc(C(F)(F)F)c2)s1.COc1ccc([C@H](B2OCCO2)c2ccccc2)cc1

=====

(2)
This record from OMol25 describes a structure of composition C31H38NOPSiSr in a non-equilibrium geometry. The level of theory is ωB97M-V/def2-TZVPD.

Structure (ORCA input):
```
! wB97M-V def2-TZVPD RIJCOSX def2/J DEFGRID3
* xyz 0 1
C 0.667 2.464 -4.462
C -0.613 2.002 -4.137
C -0.833 1.082 -3.092
C 0.276 0.618 -2.330
C 1.582 1.038 -2.722
C 1.771 1.959 -3.768
C -2.244 0.563 -2.885
C -2.272 -0.943 -2.573
N -2.501 -1.772 -3.754
Sr 0.186 -0.755 -0.802
C 2.780 0.371 -2.069
P 2.220 -1.381 -1.796
H -1.478 2.354 -4.713
H 2.787 2.265 -4.044
H 0.805 3.185 -5.275
H 2.999 0.788 -1.067
H 3.694 0.447 -2.685
H -2.730 1.081 -2.045
H -2.833 0.781 -3.792
H -1.340 -1.236 -2.024
C 3.586 -2.223 -0.885
C 2.281 -2.126 -3.482
H -3.120 -1.121 -1.881
C -1.336 -1.892 -4.618
C -3.049 -3.072 -3.399
H 0.371 -1.693 0.732
H -1.599 -2.480 -5.514
H -1.005 -0.895 -4.953
H -0.468 -2.393 -4.120
H -3.295 -3.637 -4.316
H -2.350 -3.699 -2.790
H -3.977 -2.934 -2.817
H 3.298 -2.085 -3.909
H 1.942 -3.174 -3.433
H 1.585 -1.559 -4.123
H 4.543 -2.139 -1.430
H 3.691 -1.759 0.110
H 3.339 -3.290 -0.751
H -0.119 -2.181 0.260
O -0.294 1.311 0.277
Si -0.270 1.359 1.913
C -0.471 -0.422 2.650
C -1.541 -1.270 2.280
C -1.658 -2.565 2.805
C -0.717 -3.046 3.715
C 0.342 -2.235 4.104
C 0.467 -0.944 3.584
C 1.496 1.619 2.522
C 1.825 2.292 3.714
C 3.139 2.283 4.197
C 4.138 1.597 3.506
C 3.826 0.914 2.331
C 2.514 0.918 1.849
C -1.740 2.202 2.721
C -3.029 1.665 2.548
C -4.117 2.172 3.249
C -3.944 3.247 4.122
C -2.678 3.817 4.273
C -1.584 3.303 3.577
H -2.268 -0.968 1.551
H -2.471 -3.206 2.497
H -0.804 -4.050 4.116
H 1.075 -2.609 4.811
H 1.311 -0.383 3.940
H 1.084 2.775 4.318
H 3.376 2.784 5.127
H 5.149 1.574 3.895
H 4.595 0.357 1.811
H 2.281 0.337 0.971
H -3.212 0.838 1.895
H -5.097 1.725 3.133
H -4.785 3.637 4.676
H -2.543 4.652 4.951
H -0.632 3.766 3.727
*
```

Summary:
Energy relative to the best compared isomer or geometry (same formula, charge and spin): 90.0 kcal/mol
Frontier orbital gap: 6.6 eV
LUMO energy: -0.191 eV
HOMO: -6.82 eV
Calculated total energy: -1995.35985 hartree

=====

(3)
This record from OMol25 describes a structure of composition C5H9NO. The level of theory is ωB97M-V/def2-TZVPD.

Structure (ORCA input):
```
! wB97M-V def2-TZVPD RIJCOSX def2/J DEFGRID3
* xyz 0 1
C 1.261 -0.132 0.585
C 0.320 -1.217 0.166
N -0.997 -1.132 0.799
C -0.860 -0.756 -0.607
C -0.864 0.726 -0.853
C 0.022 1.385 0.194
O 0.822 2.377 -0.175
H 1.453 -0.087 1.659
H 2.224 -0.240 0.055
H 1.321 1.199 0.110
H 0.733 -2.206 -0.031
H -1.405 -2.058 0.873
H -1.293 -1.400 -1.367
H -1.867 1.168 -0.772
H -0.454 0.962 -1.842
H -0.416 1.413 1.204
*
```

Summary:
Energy relative to the best compared isomer or geometry (same formula, charge and spin): 123.5 kcal/mol
Frontier orbital gap: 9.8 eV
LUMO energy: 0.859 eV
HOMO: -8.90 eV
Calculated total energy: -325.74071 hartree

=====

(4)
This record from OMol25 describes a structure of composition C36H39AsBClF6N4O4S2Tm in a non-equilibrium geometry. The level of theory is ωB97M-V/def2-TZVPD.

Structure (ORCA input):
```
! wB97M-V def2-TZVPD RIJCOSX def2/J DEFGRID3
* xyz -2 4
Tm -0.702 -0.298 1.122
O -1.550 1.322 2.304
C -2.114 2.516 1.974
C -2.620 3.306 2.981
C -3.258 4.512 2.800
C -3.397 5.028 1.506
C -2.919 4.301 0.452
C -2.278 3.053 0.660
C -1.899 2.330 -0.553
N -1.338 1.149 -0.599
N -1.057 0.694 -1.939
C -0.977 -0.635 -1.960
O -1.243 -1.385 -0.907
C -0.646 -1.410 -3.202
C -0.563 -2.849 -3.187
C 0.034 -3.488 -4.287
C 0.432 -2.798 -5.384
C 0.355 -1.417 -5.389
C -0.197 -0.733 -4.299
H -2.572 2.836 3.949
H -3.649 5.126 3.602
H -3.983 5.894 1.443
H -3.138 4.554 -0.613
H -2.154 2.697 -1.562
H -0.919 -3.371 -2.372
H 0.094 -4.551 -4.259
H 0.841 -3.292 -6.255
H 0.661 -0.880 -6.316
H -0.231 0.282 -4.289
C 0.817 3.697 2.901
C 1.012 2.712 4.070
N 1.415 1.479 3.955
C 1.321 0.728 5.131
C 0.849 1.469 6.125
S 0.470 3.052 5.742
C 1.834 -0.649 5.058
C 2.365 -1.362 4.052
S 2.592 -2.972 4.466
C 2.055 -2.641 6.034
N 1.733 -1.415 6.166
C 2.194 -3.684 7.094
H -0.162 4.133 3.112
H 0.922 3.122 1.985
H 1.586 4.428 2.779
H 0.732 1.241 7.179
H 2.827 -1.100 3.103
H 1.472 -3.513 7.955
H 3.212 -3.875 7.415
H 1.901 -4.670 6.763
C 5.023 -0.017 1.318
C 4.143 0.049 0.076
C 4.837 -0.637 -1.023
O 2.937 -0.720 0.475
B 1.844 0.120 0.678
O 2.234 1.502 0.547
C 3.544 1.472 -0.094
C 3.222 1.887 -1.581
C 4.600 2.473 0.477
H 5.352 -1.046 1.487
H 4.451 0.347 2.136
H 5.912 0.538 0.992
H 5.063 -1.635 -0.735
H 5.844 -0.118 -1.192
H 4.279 -0.607 -1.958
H 2.607 1.117 -2.038
H 4.056 1.921 -2.334
H 2.591 2.695 -1.394
H 4.643 2.436 1.657
H 4.352 3.450 0.159
H 5.570 2.300 -0.002
Cl -1.396 -2.467 4.038
C -0.464 -2.401 2.379
H -0.685 -3.301 1.867
H 0.601 -2.424 2.719
C -4.183 -0.494 1.098
C -4.661 0.512 0.346
C -5.379 1.645 0.883
C -5.854 2.675 0.116
C -5.485 2.747 -1.263
C -4.773 1.672 -1.796
C -4.263 0.636 -1.065
H -3.600 -1.316 0.585
H -4.347 -0.595 2.165
H -5.473 1.680 1.930
H -6.154 3.696 0.453
H -5.692 3.643 -1.900
H -4.611 1.773 -2.825
H -3.583 -0.062 -1.462
F -1.887 -7.829 -9.267
As -1.041 -6.841 -10.347
F -1.959 -7.453 -11.706
F 0.180 -8.126 -10.503
F -0.274 -5.856 -11.482
F -0.139 -6.172 -9.051
F -2.138 -5.543 -10.069
*
```

Summary:
<S²>: 3.806
Frontier orbital gap (alpha / beta): 6.8 / 6.2 eV
LUMO energy (alpha / beta): 3.244 / 2.622 eV
HOMO (alpha / beta): -3.56 / -3.57 eV
Calculated total energy: -7117.04878 hartree

=====

(5)
This record from OMol25 describes a cluster of 3 separate species, C29H38Br2F6N3O in total in a non-equilibrium geometry. The level of theory is ωB97M-V/def2-TZVPD.

Structure (ORCA input):
```
! wB97M-V def2-TZVPD RIJCOSX def2/J DEFGRID3
* xyz 1 1
C 5.438 2.840 -0.467
C 5.956 2.112 -1.591
C 5.959 0.489 -1.713
C 4.475 -0.051 -2.011
C 3.383 -0.056 -0.864
C 1.909 -0.543 -1.147
C 0.865 -0.465 0.058
C -0.074 -1.752 0.234
C -0.833 -1.690 1.659
F -1.323 -0.336 1.833
Br 0.406 -2.149 3.178
C -2.109 -2.676 1.761
F -1.918 -3.568 2.882
F -2.356 -3.448 0.593
Br -3.804 -1.673 2.164
C 1.614 -1.017 -2.597
C 0.156 -1.521 -3.026
C -1.001 -0.411 -2.904
C -2.409 -1.234 -2.770
C -3.467 -0.870 -3.924
C -3.956 0.672 -3.756
C -5.341 0.715 -2.931
C -5.610 2.286 -2.565
O -5.736 2.456 -1.120
C -4.428 2.346 -0.488
N 2.632 -1.016 -3.645
C 4.001 -0.558 -3.422
C 4.980 -0.581 -4.679
F 6.129 -1.405 -4.496
F 4.351 -0.887 -5.907
F 5.482 0.763 -4.819
H 4.314 2.871 -0.215
H 6.126 3.483 0.201
H 6.399 2.703 -2.480
H 6.729 0.179 -2.497
H 6.289 0.100 -0.677
H 3.732 0.348 0.147
H 0.282 0.528 -0.036
H 1.477 -0.365 1.035
H 0.477 -2.750 0.089
H -0.922 -1.741 -0.557
H -0.105 -2.453 -2.406
H 0.205 -1.857 -4.133
H -0.829 0.185 -1.931
H -1.028 0.338 -3.776
H -2.202 -2.371 -2.872
H -2.867 -1.084 -1.733
H -3.061 -1.087 -4.977
H -4.379 -1.561 -3.757
H -3.167 1.245 -3.133
H -4.049 1.100 -4.821
H -6.168 0.282 -3.601
H -5.250 0.095 -1.959
H -4.710 2.893 -2.933
H -6.552 2.606 -3.126
H -3.557 2.281 -1.224
H -4.375 1.477 0.266
H -4.283 3.327 0.107
H 2.342 -1.328 -4.592
N 4.151 0.667 3.500
C 5.166 0.168 4.274
C 6.089 1.168 4.460
C 5.612 2.315 3.778
C 4.414 1.978 3.197
H 3.339 0.152 3.202
H 5.143 -0.853 4.624
H 7.005 1.084 5.025
H 6.093 3.281 3.718
H 3.727 2.555 2.596
N -4.057 -1.460 5.494
C -3.487 -0.358 6.076
C -4.315 0.063 7.088
C -5.423 -0.819 7.121
C -5.236 -1.750 6.129
H -3.669 -1.976 4.721
H -2.544 0.030 5.720
H -4.142 0.912 7.732
H -6.265 -0.778 7.797
H -5.838 -2.592 5.820
*
```

Summary:
Frontier orbital gap: 4.5 eV
LUMO energy: -5.085 eV
HOMO: -9.57 eV
Calculated total energy: -7113.91394 hartree

=====

(6)
This record from OMol25 describes a cluster of 12 separate species, C6H36NO12 in total in a non-equilibrium geometry. The level of theory is ωB97M-V/def2-TZVPD.

Structure (ORCA input):
```
! wB97M-V def2-TZVPD RIJCOSX def2/J DEFGRID3
* xyz -1 1
C 2.817 -1.559 -2.152
N 2.316 -1.144 -0.837
C 1.225 -0.184 -0.717
C 0.273 -0.585 0.433
C 0.659 0.204 1.693
C 0.105 -0.582 2.888
C 0.421 0.012 -2.046
O -0.709 0.822 -1.795
H 3.465 -2.415 -2.021
H 2.054 -1.898 -2.883
H 3.455 -0.759 -2.573
H 2.101 -1.984 -0.325
H 1.656 0.824 -0.627
H 0.490 -1.628 0.684
H -0.749 -0.276 0.247
H 1.745 0.283 1.836
H 0.220 1.191 1.706
H -0.847 -1.094 2.663
H 0.148 -0.012 3.816
H 0.680 -1.455 3.241
H 0.124 -0.996 -2.400
H 1.021 0.595 -2.753
H -0.072 -3.581 1.697
H 0.313 -3.798 0.336
O 0.103 -4.336 1.116
H -0.615 2.506 4.231
H -1.661 2.074 3.094
O -1.061 2.760 3.420
H 2.985 3.393 -0.859
H 2.696 2.468 -2.111
O 3.294 3.112 -1.724
H -3.230 0.216 -1.822
H -1.587 0.375 -1.276
O -2.936 0.390 -0.917
H -1.927 1.676 0.764
H -3.174 1.047 0.980
O -2.284 1.004 1.364
H 1.442 3.178 1.593
H 0.720 2.967 2.887
O 1.620 3.110 2.546
H -2.383 -1.119 -0.285
H -3.516 -2.125 -0.419
O -2.571 -2.107 -0.232
H 0.202 2.092 -0.336
H -0.136 3.652 -0.052
O 0.486 2.931 0.060
H 0.042 2.679 -2.793
H -0.115 2.170 -4.183
O 0.436 2.781 -3.681
H -2.675 -2.482 1.408
H -1.661 -3.392 1.966
O -2.397 -2.856 2.287
H -0.745 -2.025 -2.693
H -1.329 -3.154 -1.792
O -0.934 -2.964 -2.652
*
```

Summary:
Energy relative to the best compared isomer or geometry (same formula, charge and spin): 89.0 kcal/mol
Frontier orbital gap: 8.7 eV
LUMO energy: 2.749 eV
HOMO: -5.92 eV
Calculated total energy: -1207.84755 hartree